(1)
The molecule C8H6ClF3O at a distorted geometry. Source: the Open Molecules 2025 dataset; level of theory: the ωB97M-V functional and the def2-TZVPD basis.

Structure (ORCA input):
```
! RIJCOSX wB97M-V def2-TZVPD def2/J DEFGRID3
* xyz 0 3
Cl 0.438 -0.407 3.136
F -0.921 -2.685 0.715
F -1.798 -2.104 -1.225
F 1.600 -2.349 -1.221
O -0.895 0.212 0.936
C 0.553 -0.355 -0.990
C -0.700 -2.575 -0.617
C 0.183 0.589 1.726
C 0.885 1.686 1.391
C 0.374 2.480 0.292
C -0.695 0.441 -0.456
C -0.420 1.919 -0.594
C 0.461 -1.700 -0.963
H 0.558 3.476 0.188
H -0.415 -3.610 -0.881
H -1.614 0.054 -1.015
H -0.892 2.669 -1.320
H 1.740 2.151 2.004
H 1.559 0.107 -1.103
*
```

Calculated values
energy relative to the best compared isomer or geometry (same formula, charge and spin) = 156.3 kJ/mol
HOMO level (spin up / spin down) = -5.478 / -10.200 eV
frontier orbital gap (spin up / spin down) = 6.30 / 7.88 eV


(2)
A cluster of 2 separate species, C8H6ClFO in total at a distorted geometry. Source: the Open Molecules 2025 dataset; level of theory: the ωB97M-V functional and the def2-TZVPD basis.

Structure (ORCA input):
```
! RIJCOSX wB97M-V def2-TZVPD def2/J DEFGRID3
* xyz 0 1
Cl -2.315 2.092 0.226
F -3.257 -2.409 0.130
O -3.258 -0.516 -1.067
C 1.628 -1.168 0.130
C -0.127 0.477 0.373
C 2.404 -0.246 -0.562
C -2.844 -1.051 -0.104
C 0.387 -0.811 0.606
C 1.922 1.036 -0.778
C 0.665 1.393 -0.336
C -1.415 0.831 0.875
H 1.993 -2.173 0.282
H -0.231 -1.533 1.117
H 0.299 2.398 -0.489
H 3.377 -0.530 -0.933
H -1.754 0.448 1.828
H 2.528 1.762 -1.298
*
```

Calculated values
energy relative to the best compared isomer or geometry (same formula, charge and spin) = 175.9 kJ/mol
HOMO level (spin up / spin down) = -9.372 / -8.062 eV
frontier orbital gap (spin up / spin down) = 8.10 / 6.36 eV


(3)
A structure of composition C8H6CuF7N5O5S2. Source: the Open Molecules 2025 dataset; level of theory: the ωB97M-V functional and the def2-TZVPD basis.

Structure (ORCA input):
```
! RIJCOSX wB97M-V def2-TZVPD def2/J DEFGRID3
* xyz -2 2
Cu -0.285 0.687 -1.418
S 2.016 1.915 0.782
S 3.290 2.918 2.207
F -2.323 2.756 -1.646
F 2.253 -0.460 -2.899
F -1.126 -2.093 0.011
F 2.328 -4.909 -1.433
F -1.019 2.704 -3.438
F 0.060 -4.488 0.015
F 3.398 -2.881 -2.892
O 2.845 4.296 2.191
O 0.461 2.455 1.200
O 0.117 0.966 2.860
O 3.152 2.252 3.482
O 4.539 2.656 1.509
N -2.306 -0.150 2.758
N -3.053 -0.194 -0.790
N -1.209 0.939 0.922
N -0.316 1.493 1.811
N -3.125 -0.294 0.609
C -2.131 0.178 1.435
C 0.598 -3.471 -0.693
C -0.971 2.459 -2.046
C 0.026 -2.210 -0.719
C 0.517 -1.133 -1.423
C 2.285 -2.653 -2.163
C 1.663 -1.415 -2.142
C 1.747 -3.692 -1.426
H -2.158 -0.575 -1.100
H -2.806 -1.009 2.917
H -1.454 -0.017 3.297
H -3.561 -1.148 0.911
H -0.418 3.324 -1.654
H -3.033 0.794 -1.035
*
```

Calculated values
energy relative to the best compared isomer or geometry (same formula, charge and spin) = 0.0 kJ/mol
HOMO level (spin up / spin down) = -1.954 / -2.088 eV
frontier orbital gap (spin up / spin down) = 6.70 / 6.83 eV


(4)
The molecule C8H6N2O at a distorted geometry. Source: the Open Molecules 2025 dataset; level of theory: the ωB97M-V functional and the def2-TZVPD basis.

Structure (ORCA input):
```
! RIJCOSX wB97M-V def2-TZVPD def2/J DEFGRID3
* xyz 0 1
O 0.193 -1.673 2.158
N -0.046 1.972 0.191
N 0.101 -0.436 0.004
C 0.248 -0.576 1.578
C 0.385 0.671 2.208
C -0.417 -0.288 -2.641
C 0.103 -1.597 -0.693
C -0.107 -1.446 -1.977
C 0.147 1.892 1.508
C -0.481 0.904 -1.965
C -0.057 0.824 -0.540
H -0.848 1.867 -2.410
H -0.361 -2.339 -2.603
H -0.550 -0.284 -3.653
H 0.437 0.746 3.287
H 0.176 2.812 2.054
H 0.289 -2.465 -0.163
*
```

Calculated values
energy relative to the best compared isomer or geometry (same formula, charge and spin) = 139.6 kJ/mol
HOMO level = -8.299 eV
frontier orbital gap = 8.37 eV


(5)
The molecule C8H6N2O2 at a distorted geometry. Source: the Open Molecules 2025 dataset; level of theory: the ωB97M-V functional and the def2-TZVPD basis.

Structure (ORCA input):
```
! RIJCOSX wB97M-V def2-TZVPD def2/J DEFGRID3
* xyz 0 1
O -0.277 -3.478 -0.010
O 2.180 -2.625 0.978
N 1.800 -0.378 0.016
N -0.036 2.937 0.335
C 0.908 0.614 -0.210
C 1.391 -1.765 0.388
C 1.023 2.151 0.259
C -1.402 1.375 -0.465
C -0.942 -1.090 -0.375
C -0.005 -2.154 -0.188
C -1.197 2.683 -0.129
C -0.472 0.337 -0.413
H 1.994 2.494 0.600
H -1.906 3.398 -0.263
H -1.350 -3.798 0.053
H -2.430 0.804 -0.519
H 2.743 -0.139 0.146
H -2.022 -1.365 -0.202
*
```

Calculated values
energy relative to the best compared isomer or geometry (same formula, charge and spin) = 392.4 kJ/mol
HOMO level = -8.505 eV
frontier orbital gap = 8.26 eV


(6)
The molecule C8H6N2O2 at a distorted geometry. Source: the Open Molecules 2025 dataset; level of theory: the ωB97M-V functional and the def2-TZVPD basis.

Structure (ORCA input):
```
! RIJCOSX wB97M-V def2-TZVPD def2/J DEFGRID3
* xyz 0 1
O -0.221 2.557 -0.986
O 0.003 1.557 2.304
N 1.171 -1.041 1.570
N -1.168 0.026 -1.065
C 0.258 -1.978 -0.885
C 0.270 -0.325 0.823
C -0.266 -0.760 -0.448
C 1.608 -2.141 1.102
C -1.375 3.078 -0.322
C 1.169 -2.644 -0.132
C -0.645 1.916 0.116
C -0.113 1.046 1.208
H -2.305 2.981 -0.943
H 1.572 -3.657 -0.334
H 2.309 -2.540 1.814
H -0.907 0.095 -2.047
H -1.262 4.043 0.143
H -0.098 -2.213 -1.918
*
```

Calculated values
energy relative to the best compared isomer or geometry (same formula, charge and spin) = 564.9 kJ/mol
HOMO level (spin up / spin down) = -8.082 / -8.078 eV
frontier orbital gap (spin up / spin down) = 7.13 / 7.12 eV


(7)
The molecule C8H6N2O2 at a distorted geometry. Source: the Open Molecules 2025 dataset; level of theory: the ωB97M-V functional and the def2-TZVPD basis.

Structure (ORCA input):
```
! RIJCOSX wB97M-V def2-TZVPD def2/J DEFGRID3
* xyz 0 1
O 3.264 -1.611 0.387
O -2.130 -0.225 0.719
N -2.473 -1.490 0.633
N -0.485 -2.029 -0.304
C -0.590 1.580 0.191
C 1.286 -0.518 -0.067
C -1.188 0.240 -0.279
C 0.708 1.768 0.508
C -0.113 -0.804 -0.279
C 2.096 -1.740 0.209
C -1.770 -2.278 -0.048
C 1.713 0.728 0.166
H 1.796 -2.778 0.228
H -2.229 -3.266 -0.092
H -1.668 0.334 -1.257
H 2.740 1.092 0.290
H -1.517 2.094 0.426
H 1.053 2.824 0.830
*
```

Calculated values
energy relative to the best compared isomer or geometry (same formula, charge and spin) = 531.1 kJ/mol
HOMO level (spin up / spin down) = -9.073 / -9.072 eV
frontier orbital gap (spin up / spin down) = 7.83 / 7.83 eV


(8)
A structure of composition C8H6N2O3Sn at a distorted geometry. Source: the Open Molecules 2025 dataset; level of theory: the ωB97M-V functional and the def2-TZVPD basis.

Structure (ORCA input):
```
! RIJCOSX wB97M-V def2-TZVPD def2/J DEFGRID3
* xyz 2 1
Sn 0.002 -0.198 -1.983
O -3.387 -1.740 -2.651
O 0.001 5.350 -3.320
O 3.391 -1.746 -2.652
N -0.008 -0.019 0.159
N -0.005 -2.298 0.417
C 0.001 0.398 2.911
C 0.001 1.486 2.018
C 2.355 -1.365 -2.360
C 0.000 -0.897 2.398
C 0.001 4.399 -3.953
C -2.351 -1.364 -2.351
C -0.003 -1.081 0.999
C -0.002 1.259 0.653
H -0.004 -2.414 -0.594
H 0.002 -1.790 3.026
H 0.003 0.570 3.986
H 0.001 -3.122 1.009
H 0.000 2.058 -0.092
H 0.003 2.514 2.380
*
```

Calculated values
energy relative to the best compared isomer or geometry (same formula, charge and spin) = 0.0 kJ/mol
HOMO level = -16.584 eV
frontier orbital gap = 6.56 eV


(9)
A structure of composition C8H6N2OS at a distorted geometry. Source: the Open Molecules 2025 dataset; level of theory: the ωB97M-V functional and the def2-TZVPD basis.

Structure (ORCA input):
```
! RIJCOSX wB97M-V def2-TZVPD def2/J DEFGRID3
* xyz 0 1
S -1.592 -1.419 -0.420
O -0.900 2.247 0.531
N 1.490 0.596 -1.026
N -0.689 0.006 -0.162
C 0.721 -0.013 -0.047
C 2.689 -0.794 0.994
C -1.334 1.167 0.251
C 2.747 0.609 -0.955
C 1.352 -0.716 0.951
C -3.037 -0.573 -0.070
C -2.804 0.727 0.310
C 3.420 -0.161 0.045
H 3.521 1.139 -1.968
H 4.571 -0.146 0.026
H 0.688 -1.191 1.868
H 3.476 -1.171 1.831
H -3.877 -1.006 -0.251
H -3.844 1.413 0.407
*
```

Calculated values
energy relative to the best compared isomer or geometry (same formula, charge and spin) = 352.7 kJ/mol
HOMO level = -8.674 eV
frontier orbital gap = 9.07 eV


(10)
A structure of composition C8H6N2S at a distorted geometry. Source: the Open Molecules 2025 dataset; level of theory: the ωB97M-V functional and the def2-TZVPD basis.

Structure (ORCA input):
```
! RIJCOSX wB97M-V def2-TZVPD def2/J DEFGRID3
* xyz 0 1
S 0.595 0.523 2.305
N 1.990 1.339 1.461
N 1.140 -0.957 2.118
C -0.491 0.396 0.856
C -2.245 0.458 -0.791
C -1.763 0.773 0.527
C -1.487 -0.199 -1.763
C 0.173 -0.420 -0.108
C -0.289 -0.789 -1.343
C 2.426 0.445 0.692
C 1.537 -0.752 0.373
H 0.264 -1.410 -2.100
H -2.323 1.269 1.277
H 3.376 0.650 0.280
H 2.170 -1.639 -0.008
H -3.325 0.793 -1.049
H -1.750 -0.480 -2.728
*
```

Calculated values
energy relative to the best compared isomer or geometry (same formula, charge and spin) = 433.4 kJ/mol
HOMO level = -8.286 eV
frontier orbital gap = 8.53 eV


Molar mass: 210.58 172.59 512.83 146.15 162.15 162.15 162.15 296.86 178.22 162.22 (g/mol)